{
  "formula": "C3H6INO3",
  "method": "ωB97M-V/def2-TZVPD",
  "symbols": ["C", "C", "C", "N", "O", "O", "O", "I", "H", "H", "H", "H", "H", "H"],
  "coordinates": [[-1.284, -0.487, -0.071], [1.007, 0.767, -0.141], [-0.452, 0.783, 0.115], [-0.489, 0.811, 2.141], [0.523, 0.524, 2.705], [-1.584, 1.074, 2.605], [1.659, -0.444, 0.314], [-1.516, 2.579, -0.355], [-1.290, -0.610, -1.121], [-0.953, -1.444, 0.360], [-2.335, -0.437, 0.122], [1.161, 0.908, -1.180], [1.499, 1.774, 0.109], [2.233, -0.111, 1.044]],
  "forces_ev_per_a": [[0.565, 0.046, -0.271], [1.156, 0.914, 0.316], [-1.392, -0.644, 3.870], [-1.440, 0.580, -2.759], [0.246, 0.072, 0.586], [1.206, -0.393, -0.022], [0.221, 2.154, 0.314], [0.616, -0.754, -0.011], [0.203, -0.477, -1.523], [0.617, 0.755, 0.107], [-0.531, 0.790, 0.728], [-0.125, -0.691, -1.660], [-0.614, -1.533, 0.874], [-0.726, -0.820, -0.549]],
  "mulliken_charge": [-1.31, -0.78, 0.31, 0.76, -0.55, -0.52, -0.48, 0.22, 0.43, 0.32, 0.45, 0.43, 0.40, 0.33],
  "de_lowest_kcal_mol": 117.0,
  "e_homo_ev": -9.353,
  "homo_lumo_gap_ev": 9.3190
}

{
  "formula": "C27H30BrF5N2O3OsSSeSi2Te",
  "method": "ωB97M-V/def2-TZVPD",
  "symbols": ["Os", "S", "F", "C", "C", "F", "C", "F", "C", "O", "C", "F", "C", "F", "C", "Si", "C", "C", "C", "Te", "C", "Si", "C", "C", "C", "H", "H", "H", "H", "H", "H", "H", "H", "H", "H", "H", "H", "H", "H", "H", "H", "H", "H", "H", "H", "H", "H", "Br", "C", "C", "C", "C", "C", "C", "C", "O", "O", "H", "H", "H", "H", "Se", "N", "C", "C", "C", "C", "C", "C", "N", "H", "H", "H", "H"],
  "coordinates": [[0.546, 1.378, 0.104], [-1.594, 0.874, -0.689], [5.239, -2.798, 2.704], [4.083, -2.261, 2.306], [3.263, -2.954, 1.419], [3.624, -4.166, 0.986], [2.074, -2.385, 0.981], [1.288, -3.047, 0.114], [1.664, -1.112, 1.406], [0.567, -0.540, 0.949], [2.491, -0.470, 2.342], [2.076, 0.736, 2.791], [3.686, -1.013, 2.783], [4.455, -0.358, 3.655], [-3.920, -1.323, 3.976], [-3.812, 0.500, 3.412], [-2.126, 1.295, 3.830], [-5.262, 1.501, 4.123], [-3.916, 0.427, 1.507], [-2.104, -0.611, 1.029], [-3.023, -2.200, -0.078], [-3.854, -1.828, -1.791], [-4.892, -0.231, -1.763], [-4.996, -3.331, -2.080], [-2.486, -1.723, -3.109], [-3.862, -1.413, 5.057], [-3.114, -1.918, 3.547], [-4.862, -1.768, 3.667], [-1.940, 1.337, 4.900], [-2.078, 2.315, 3.454], [-1.301, 0.737, 3.377], [-5.242, 1.463, 5.205], [-6.217, 1.103, 3.798], [-5.218, 2.544, 3.829], [-3.866, 1.411, 1.048], [-4.788, -0.092, 1.129], [-3.736, -2.626, 0.627], [-2.220, -2.925, -0.213], [-5.729, -0.283, -1.074], [-5.301, -0.039, -2.750], [-4.280, 0.625, -1.494], [-5.805, -3.377, -1.358], [-4.456, -4.271, -2.023], [-5.445, -3.275, -3.065], [-1.889, -0.826, -2.972], [-2.912, -1.683, -4.106], [-1.815, -2.576, -3.073], [6.234, 3.602, -2.859], [4.393, 3.156, -2.866], [3.946, 2.160, -3.717], [2.609, 1.802, -3.694], [1.735, 2.416, -2.813], [2.197, 3.420, -1.969], [3.528, 3.819, -2.013], [1.270, 4.067, -0.962], [1.347, 5.248, -0.708], [0.403, 3.259, -0.423], [4.639, 1.668, -4.380], [2.255, 1.032, -4.360], [0.688, 2.136, -2.786], [3.875, 4.620, -1.375], [3.699, 2.549, 1.002], [2.542, 1.392, 0.093], [3.304, 0.509, -0.609], [2.798, -0.487, -1.435], [3.691, -1.355, -2.060], [5.058, -1.221, -1.867], [5.581, -0.219, -1.060], [4.710, 0.669, -0.425], [5.095, 1.673, 0.382], [1.722, -0.575, -1.571], [3.307, -2.138, -2.694], [5.738, -1.908, -2.347], [6.642, -0.120, -0.901]],
  "forces_ev_per_a": [[0.784, -0.472, 0.588], [0.139, 0.206, -0.125], [-0.142, 0.045, -0.001], [-0.233, 0.089, -0.119], [-0.040, 0.196, 0.086], [-0.024, 0.164, 0.023], [-0.193, 0.388, 0.209], [0.192, -0.012, 0.036], [1.232, -0.579, 0.630], [-0.353, 1.280, -1.040], [-0.408, 0.117, -0.109], [0.175, -0.516, 0.282], [-0.032, -0.170, -0.180], [-0.115, -0.069, -0.109], [0.102, 0.720, -0.216], [-0.374, 0.197, 0.355], [-0.593, -0.373, -0.216], [0.622, -0.410, -0.268], [0.301, -0.064, 0.861], [-1.142, -0.401, -0.516], [0.023, 0.497, -0.370], [-0.094, -0.155, -0.070], [0.489, -0.574, 0.072], [0.492, 0.606, 0.070], [-0.512, 0.010, 0.533], [0.095, 0.004, 0.177], [0.109, -0.118, 0.051], [-0.169, -0.008, -0.103], [-0.043, -0.068, 0.159], [-0.037, 0.107, -0.099], [0.066, 0.075, 0.133], [0.013, -0.004, 0.304], [-0.178, -0.139, -0.105], [0.073, 0.207, -0.105], [0.167, 0.027, -0.105], [-0.078, -0.252, -0.072], [-0.113, -0.033, 0.090], [0.045, -0.094, -0.041], [-0.133, -0.088, 0.149], [-0.042, -0.041, -0.240], [0.065, 0.131, 0.029], [-0.130, 0.091, 0.202], [0.200, -0.166, 0.009], [-0.098, 0.045, -0.264], [0.067, 0.112, 0.055], [-0.170, -0.012, -0.184], [0.072, -0.189, 0.072], [-0.051, 0.020, 0.008], [0.018, 0.053, 0.013], [0.059, -0.026, 0.012], [-0.067, 0.102, -0.050], [0.027, 0.212, -0.047], [-0.127, 0.111, -0.087], [-0.069, 0.067, -0.067], [1.472, 1.027, -1.059], [-0.202, -0.482, 0.128], [-1.187, -0.986, 0.817], [0.062, -0.072, -0.050], [-0.052, -0.114, -0.088], [0.059, -0.049, -0.034], [-0.035, -0.049, -0.013], [-0.216, -0.083, 0.077], [-0.805, 0.596, 0.512], [0.336, -0.553, -0.507], [0.111, -0.006, -0.001], [-0.255, 0.182, 0.134], [0.350, 0.093, 0.062], [-0.109, -0.205, -0.148], [-0.568, -0.217, -0.124], [0.808, 0.322, 0.248], [0.216, -0.077, -0.062], [-0.030, -0.138, -0.105], [0.043, -0.082, -0.076], [0.133, 0.047, -0.008]],
  "mulliken_charge": [1.27, -0.73, -0.34, 0.74, 0.24, -0.35, 0.02, -0.41, 0.02, 0.11, 0.33, -0.46, 0.31, -0.36, -1.01, 0.07, -0.80, -1.05, -0.68, 0.17, -0.96, 0.15, -0.94, -1.14, -0.81, 0.39, 0.35, 0.32, 0.40, 0.34, 0.08, 0.33, 0.33, 0.33, 0.57, 0.33, 0.49, 0.65, 0.30, 0.39, 0.30, 0.33, 0.33, 0.32, 0.18, 0.36, 0.34, -0.14, -0.10, -0.39, -0.59, -0.24, 0.51, -0.56, 0.17, -0.63, -0.53, 0.44, 0.39, 0.57, 0.56, 0.13, -0.38, 1.42, -0.57, -0.90, -0.84, -1.12, 0.67, -0.92, 0.39, 0.48, 0.43, 0.59],
  "de_lowest_kcal_mol": 0.0,
  "s_squared": 6.034,
  "e_homo_ev": [-6.165, -8.163],
  "homo_lumo_gap_ev": [5.5412, 6.2057],
  "multiplicity": 5
}

{
  "formula": "C2H2NO2S",
  "method": "ωB97M-V/def2-TZVPD",
  "symbols": ["C", "C", "N", "O", "O", "S", "H", "H"],
  "coordinates": [[-0.045, -0.513, -0.143], [1.345, -0.069, -0.019], [0.817, -1.402, -0.402], [-1.862, 1.151, -0.936], [-1.970, 0.305, 1.390], [-1.874, -0.042, -0.052], [1.793, 0.538, -0.800], [1.797, 0.032, 0.962]],
  "forces_ev_per_a": [[0.726, -0.281, -0.122], [0.097, 0.707, 0.223], [-1.075, -0.173, -0.056], [0.143, -0.181, 0.073], [0.140, -0.081, -0.185], [-0.128, -0.010, 0.057], [0.049, 0.024, -0.042], [0.048, -0.005, 0.053]],
  "mulliken_charge": [0.16, -0.15, -0.54, -0.61, -0.62, 0.44, 0.17, 0.16],
  "de_lowest_kcal_mol": 62.6,
  "e_homo_ev": -3.786,
  "charge": -1,
  "homo_lumo_gap_ev": 7.9085
}

{
  "formula": "C5H11N",
  "method": "ωB97M-V/def2-TZVPD",
  "symbols": ["C", "C", "C", "C", "C", "N", "H", "H", "H", "H", "H", "H", "H", "H", "H", "H", "H"],
  "coordinates": [[-0.122, 1.363, 0.824], [-0.227, -0.189, 0.888], [-0.213, -0.918, -0.443], [0.640, -1.927, -0.628], [-1.073, -0.425, -1.589], [1.119, 1.829, 1.433], [-0.183, 1.689, -0.211], [-0.952, 1.705, 1.435], [0.605, -0.568, 1.456], [-1.131, -0.480, 1.429], [0.667, -2.576, -1.492], [1.289, -2.218, 0.192], [-0.776, 0.589, -1.848], [-2.154, -0.545, -1.475], [-0.861, -1.093, -2.432], [1.852, 1.132, 1.489], [1.519, 2.631, 0.972]],
  "forces_ev_per_a": [[0.307, -1.098, 0.426], [-0.247, 0.198, -0.707], [0.251, 0.150, -0.245], [-0.219, -0.103, 0.666], [0.302, -1.112, -0.242], [0.438, 0.133, 0.306], [-0.373, 0.195, -0.003], [-0.191, 0.605, -0.332], [0.315, -0.163, 0.436], [-0.048, 0.081, -0.043], [-0.039, 0.259, -0.279], [0.043, -0.043, -0.053], [-0.376, 0.046, -0.132], [0.052, 0.492, 0.526], [0.153, 0.369, -0.104], [-0.234, -0.113, -0.159], [-0.135, 0.104, -0.061]],
  "mulliken_charge": [-0.16, -0.87, 0.89, -1.07, -1.15, -0.58, 0.22, 0.18, 0.38, 0.30, 0.28, 0.26, 0.28, 0.27, 0.34, 0.20, 0.22],
  "de_lowest_kcal_mol": 23.5,
  "e_homo_ev": -9.110,
  "smiles": "C=C(C)CCN",
  "homo_lumo_gap_ev": 10.2044
}